Here is a cluster of 2 separate species, C3H11N2 in total at a distorted geometry from the Open Molecules 2025 dataset. Energies are from wB97M-V/def2-TZVPD.

Calculated values
- HOMO-LUMO gap: 11.94 eV
- ΔE to the lowest compared entry with this formula, charge and spin: 18.7 kcal/mol
- LUMO level: -3.0947 eV
- Total charge: +1

The geometry in XYZ format:
```
16
C3H11N2 wB97M-V/def2-TZVPD
C -0.1073 -0.1620 2.8763
N 0.1175 0.6656 1.9471
H -0.4044 -1.1770 2.6263
H 0.0269 0.1278 3.9165
H 0.5995 1.4923 2.2967
H -0.1838 0.5145 0.2402
C 0.9052 -0.9687 -1.9603
C -0.0871 0.1667 -1.9853
N -0.7573 0.2986 -0.6392
H 1.7319 -0.8124 -1.2668
H 1.3921 -1.0485 -2.9297
H 0.4532 -1.9042 -1.6557
H -0.8451 0.0853 -2.7570
H 0.4529 1.1046 -2.1200
H -1.2242 -0.5959 -0.4769
H -1.5089 0.9891 -0.6722
```

Here is a structure of composition H2ORb from the Open Molecules 2025 dataset. Energies are from wB97M-V/def2-TZVPD.

Calculated values
- HOMO-LUMO gap: 9.93 eV
- ΔE to the lowest compared entry with this formula, charge and spin: 10.6 kcal/mol
- LUMO level: -4.4004 eV
- Total charge: +1

The geometry in XYZ format:
```
4
H2ORb wB97M-V/def2-TZVPD
Rb 4.0362 -0.4985 -0.9691
O -0.9878 0.0729 0.4495
H -1.6391 -0.5066 0.0543
H -1.4093 0.9322 0.4653
```

Here is the molecule C19H21N5O3 at a distorted geometry from the Open Molecules 2025 dataset. Energies are from wB97M-V/def2-TZVPD.

Calculated values
- HOMO-LUMO gap: 8.27 eV
- ΔE to the lowest compared entry with this formula, charge and spin: 141.1 kcal/mol
- SMILES string: CCc1cc(NC(=O)c2ccc3cc4n(c3n2)CC(C)(C)CNC4=O)no1
- LUMO level: -0.1490 eV
- Total charge: 0

The geometry in XYZ format:
```
48
C19H21N5O3 wB97M-V/def2-TZVPD
C 6.4854 -2.4002 2.4602
C 5.7204 -1.1322 1.8810
C 4.2985 -1.4700 1.3687
C 3.3978 -2.1050 2.1274
C 2.3519 -2.2011 1.1261
N 1.2270 -2.9629 1.4412
C 0.0146 -3.0698 0.7302
O -0.6289 -3.9739 1.2560
C -0.7277 -2.0247 -0.1803
C -1.6490 -2.5744 -1.0325
C -2.4349 -1.7268 -1.7606
C -2.1718 -0.3510 -1.5788
C -2.8311 0.8918 -2.0961
C -2.1527 1.9687 -1.5145
N -1.1480 1.4947 -0.6985
C -1.2317 0.0962 -0.6882
N -0.4616 -0.6892 -0.0125
C -0.0501 2.4022 -0.1902
C -0.4920 3.5230 0.8864
C -0.2766 2.7887 2.2933
C 0.1247 4.8711 0.7864
C -2.0223 3.9325 0.8094
N -2.3685 4.3222 -0.5715
C -2.5880 3.4221 -1.6216
O -3.1062 3.8269 -2.7338
N 2.6174 -1.7419 -0.0791
O 3.8084 -1.1103 0.1936
H 6.1720 -3.3748 2.0639
H 6.3238 -2.4347 3.6466
H 7.6041 -2.2675 2.2601
H 6.3021 -0.6234 1.0643
H 5.6493 -0.4567 2.7875
H 3.5324 -2.2492 3.2016
H 1.3439 -3.5854 2.2404
H -1.6450 -3.6145 -0.9815
H -3.2792 -2.1429 -2.2463
H -3.7411 0.8759 -2.7146
H 0.2855 2.8739 -1.0385
H 0.7299 1.8945 0.3227
H 0.7744 2.7475 2.6680
H -0.4808 1.7514 2.1646
H -0.8884 3.2282 3.0697
H -0.3713 5.4326 -0.0958
H 1.2711 4.7962 0.7398
H -0.1053 5.4794 1.6749
H -2.3655 4.8107 1.4284
H -2.5592 3.1103 1.2320
H -2.8574 5.1421 -0.6888
```